Entry 1:
Below is C18H18CdCl6NSi as an isolated structure, with properties calculated with ωB97M-V with the def2-TZVPD basis set.

Element x y z (Å)
Cd -0.263437 0.456578 -0.028162
N -0.354321 -1.131564 3.112392
C -1.486366 -1.018919 3.348536
H 0.619973 -1.223917 2.853925
Cl 3.890356 -1.118370 5.490865
C 3.300717 -0.923350 3.854401
C 2.910474 -2.029369 3.123899
C 2.446581 -1.864093 1.824324
C 2.362250 -0.599896 1.212724
C 1.818936 -0.422920 -0.133572
C 2.774518 0.495561 1.997705
C 3.232616 0.345194 3.290863
H 2.965035 -3.015424 3.566757
H 2.147810 -2.739600 1.258168
H 1.806863 -1.358721 -0.692719
H 2.342073 0.350128 -0.697242
H 2.701666 1.491399 1.573916
H 3.527052 1.209468 3.871583
Cl -0.220716 2.457102 2.874996
C 0.223207 3.357078 1.444319
C 0.185112 2.686020 0.233627
C 0.543677 3.436162 -0.872308
Cl 0.518329 2.641334 -2.433947
C 0.923786 4.774116 -0.813419
Cl 1.358271 5.652182 -2.234787
C 0.948040 5.405629 0.429183
Cl 1.413026 7.064463 0.548938
C 0.595070 4.691951 1.572220
Cl 0.624287 5.467243 3.115791
C -3.829550 -2.845514 -1.372817
Si -2.159106 -2.030927 -1.034598
C -1.190935 -3.205734 0.070605
C -1.255263 -1.934747 -2.687235
C -2.271942 -0.362901 -0.280233
H -3.719120 -3.835020 -1.825887
H -4.427908 -2.230092 -2.049792
H -4.393692 -2.960839 -0.443747
H -1.115553 -4.203145 -0.371055
H -1.661988 -3.302327 1.051968
H -0.177033 -2.827703 0.227890
H -1.204950 -2.909870 -3.179288
H -0.232551 -1.576210 -2.541424
H -1.754571 -1.239726 -3.367944
H -2.735700 -0.390801 0.710003
H -2.841666 0.337003 -0.898921

Cartesian forces (eV/Å) of the 3 atoms listed first:
Cd 0.02 0.14 0.03
N -0.01 0.06 -0.01
C 0.00 -0.04 0.05

Calculated values
- E_LUMO (Ha) = 0.091
- energy above the lowest of the compared OMol25 structures with the same formula, charge and spin (kJ/mol) = 33.8
- orbital gap (hartree) = 0.2611
- total charge = -1

Entry 2:
Below is C22H25OSi as an isolated structure in a non-equilibrium geometry, with properties calculated with ωB97M-V with the def2-TZVPD basis set.

Element x y z (Å)
C 3.775727 -0.358754 1.722015
O 2.337044 -0.117646 1.914890
C 1.618618 -1.090618 2.636209
C 0.209661 -0.981937 2.136722
C -0.583824 -2.159466 1.919788
C -1.954827 -2.013301 1.696606
C -2.533119 -0.751588 1.553800
C -4.025923 -0.630499 1.367665
C -1.714048 0.380865 1.472492
C -0.344079 0.274426 1.687552
H 4.213414 0.598450 1.511634
H 4.204099 -0.768085 2.624199
H 3.972957 -1.064548 0.901525
H 2.089624 -2.133914 2.373099
H -0.116302 -3.140164 2.057535
H -2.607074 -2.879606 1.661093
H -4.325942 0.427414 1.234647
H -4.456668 -1.157098 0.492587
H -4.547684 -1.018224 2.257999
H -2.187623 1.358000 1.263552
H 0.282635 1.184850 1.634159
C 2.404690 0.495298 6.261073
Si 2.313999 -1.249887 5.568304
H 1.914630 -1.155912 3.927908
C 3.958467 -2.055885 6.120798
C 4.784797 -2.593545 5.114438
C 6.042261 -3.172647 5.388838
C 6.510775 -3.260200 6.692773
C 5.708873 -2.786589 7.730781
C 4.458544 -2.205000 7.459977
C 1.039755 -2.146372 6.638495
C 0.371561 -3.240545 6.047554
C -0.598439 -3.995415 6.736135
C -0.926188 -3.692712 8.052162
C -0.265929 -2.640155 8.685084
C 0.704832 -1.884666 8.003153
H 2.610067 0.567207 7.374138
H 3.207864 1.061820 5.761281
H 1.450940 1.028984 6.095194
H 4.412225 -2.528639 4.070220
H 6.637206 -3.548666 4.561074
H 7.481457 -3.726123 6.909088
H 6.041663 -2.865514 8.774056
H 3.828642 -1.831982 8.295986
H 0.620324 -3.476401 4.992411
H -1.088191 -4.817553 6.217954
H -1.656896 -4.301941 8.600715
H -0.494077 -2.385226 9.730380
H 1.212781 -1.042032 8.518723

Cartesian forces (eV/Å) of the 3 atoms listed first:
C -0.94 -0.34 0.10
O 0.56 -1.21 2.08
C 1.58 -1.12 -5.46

Calculated values
- E_LUMO (Ha) = -0.204
- energy above the lowest of the compared OMol25 structures with the same formula, charge and spin (kJ/mol) = 18.3
- orbital gap (hartree) = 0.2363
- total charge = +1

Entry 3:
Below is C3H3Br2F as an isolated structure in a non-equilibrium geometry, with properties calculated with ωB97M-V with the def2-TZVPD basis set.

Element x y z (Å)
C 0.367341 1.779647 -0.448855
C 0.529187 0.544596 -0.858685
C -1.182009 -2.165161 0.600764
F 1.437243 -0.236486 -0.246235
Br 0.256712 -3.216532 0.940261
Br -1.940587 -1.197573 1.979863
H -0.410589 2.321248 -0.720521
H 1.102323 2.248855 0.101299
H -0.159620 -0.078595 -1.347890

Cartesian forces (eV/Å) of the 3 atoms listed first:
C 2.20 -2.44 -0.36
C -0.35 -0.06 1.92
C -0.85 0.41 -1.34

Calculated values
- E_LUMO (Ha) = -0.042
- energy above the lowest of the compared OMol25 structures with the same formula, charge and spin (kJ/mol) = 325.2
- orbital gap (hartree) = 0.2858

Entry 4:
Below is a 11-piece molecular cluster, C41H110N6O17 overall in a non-equilibrium geometry, with properties calculated with ωB97M-V with the def2-TZVPD basis set.

Element x y z (Å)
C 23.126510 -0.936851 -27.611774
O 21.946898 -0.395638 -28.150142
C 21.867588 1.016776 -28.101747
C 21.798257 1.565417 -26.691886
N 20.648654 0.990565 -25.976241
C 20.468510 1.495918 -24.617822
C 19.246792 0.797747 -24.015989
O 18.922889 1.303019 -22.770164
C 17.790550 0.677767 -22.185371
H 24.055713 -0.529283 -28.013764
H 23.057580 -2.015451 -27.750738
H 23.167112 -0.852840 -26.516585
H 21.002575 1.335622 -28.682823
H 22.751103 1.410542 -28.621542
H 21.724327 2.652028 -26.679382
H 22.700389 1.253610 -26.150116
H 20.807582 -0.013690 -25.945928
H 20.268591 2.563251 -24.751218
H 21.324409 1.372096 -23.945660
H 19.466647 -0.279391 -24.110126
H 18.434180 0.907562 -24.752235
H 16.961297 0.791368 -22.893392
H 17.492561 1.199520 -21.275785
H 18.029032 -0.355986 -21.926404
C 23.078251 6.138565 -21.318772
O 22.186441 6.984965 -21.958425
C 22.532309 8.359747 -22.139456
C 21.256960 9.104849 -22.463680
N 21.540020 10.544005 -22.323076
C 20.271374 11.287127 -22.452516
C 20.488739 12.749694 -22.219949
O 20.755671 12.975087 -20.829309
C 20.631107 14.334207 -20.443761
H 23.335603 6.427098 -20.288337
H 24.014460 6.008237 -21.881598
H 22.657908 5.132390 -21.246965
H 23.188772 8.446949 -23.010946
H 22.984295 8.675912 -21.194847
H 20.498515 8.782230 -21.731540
H 20.852393 8.771562 -23.420418
H 21.893855 10.665516 -21.376215
H 19.467961 10.793885 -21.894893
H 19.909364 11.247161 -23.488019
H 19.624795 13.364037 -22.495616
H 21.373522 13.119378 -22.747212
H 19.580893 14.627087 -20.405536
H 21.194201 14.942994 -21.156382
H 21.067337 14.454941 -19.455615
C 23.762232 14.924169 -17.214726
O 23.794940 13.558100 -17.579011
C 24.027785 13.345024 -18.943622
C 24.031333 11.837105 -19.238680
N 22.712115 11.203010 -19.214585
C 22.311452 10.825716 -17.843720
C 20.939521 10.198404 -17.795532
O 19.958838 11.222103 -17.574405
C 18.646850 10.736842 -17.578281
H 24.746446 15.377149 -17.353109
H 23.432020 15.038510 -16.185373
H 23.003460 15.414858 -17.835922
H 24.985108 13.791938 -19.251897
H 23.210399 13.785580 -19.531961
H 24.738602 11.316455 -18.596858
H 24.351844 11.789897 -20.285322
H 21.987844 11.815654 -19.582883
H 22.322099 11.685856 -17.172354
H 23.061020 10.089390 -17.544029
H 20.825749 9.445840 -17.010849
H 20.612706 9.777642 -18.754495
H 18.472352 10.051137 -18.419032
H 17.945250 11.567032 -17.624793
H 18.400443 10.139119 -16.687627
C 23.933437 5.200318 -16.171619
O 22.923637 4.224782 -16.268464
C 21.915886 4.495758 -17.208831
C 20.908517 3.361112 -17.103757
N 20.138531 3.221815 -18.339846
C 19.330141 2.020674 -18.477992
C 17.960206 2.149581 -17.819249
O 17.220868 1.029852 -18.364442
C 15.930934 0.917674 -17.812054
H 23.542207 6.070314 -15.626689
H 24.440530 5.420004 -17.111830
H 24.656273 4.795232 -15.457284
H 22.286470 4.504953 -18.244416
H 21.480026 5.496238 -17.090850
H 20.216092 3.494669 -16.257584
H 21.433959 2.444265 -16.831270
H 19.643526 4.074486 -18.603229
H 19.896858 1.179688 -18.075484
H 19.162497 1.785174 -19.530315
H 17.459580 3.058238 -18.160230
H 17.958050 2.003695 -16.737015
H 16.043313 0.353851 -16.876405
H 15.221503 0.397667 -18.456651
H 15.426537 1.863065 -17.577097
C 16.788301 6.672109 -16.223412
O 17.358781 6.969977 -17.482636
C 18.711406 6.649187 -17.508253
C 19.393409 6.648346 -18.870688
N 18.830978 5.582009 -19.702441
C 19.486102 5.464936 -21.002037
C 18.844177 4.311382 -21.777662
O 17.840563 4.921716 -22.588806
C 17.140824 3.991297 -23.391518
H 15.784621 7.107027 -16.219626
H 17.290771 7.292334 -15.470282
H 16.733734 5.614889 -15.958795
H 18.845502 5.603957 -17.181158
H 19.356435 7.280566 -16.882995
H 20.455974 6.434043 -18.722440
H 19.396956 7.625946 -19.371546
H 17.875496 5.896313 -19.876718
H 20.537450 5.216382 -20.861426
H 19.444002 6.376297 -21.604513
H 18.402414 3.594412 -21.079592
H 19.590367 3.801432 -22.390900
H 16.724732 3.144726 -22.839710
H 17.757777 3.729286 -24.250824
H 16.221535 4.480002 -23.733907
C 13.820375 4.573711 -21.165724
O 14.295815 5.560704 -20.289673
C 13.377695 6.597339 -20.016191
C 14.040339 7.588904 -19.070840
N 14.970252 8.471043 -19.770225
C 15.617999 9.343731 -18.814249
C 14.679406 10.475896 -18.344097
O 15.220918 11.283643 -17.312968
C 15.008316 10.707062 -16.033528
H 13.186070 3.865290 -20.624504
H 14.665741 4.140801 -21.700111
H 13.217010 4.999622 -21.982028
H 12.442689 6.180954 -19.621536
H 13.090052 7.168907 -20.908760
H 14.518773 7.008241 -18.267818
H 13.240913 8.132466 -18.564197
H 15.596799 7.948214 -20.386418
H 16.419010 9.835884 -19.378972
H 16.169265 8.897954 -17.976930
H 13.699490 10.102994 -18.037290
H 14.572424 11.151073 -19.191404
H 15.377210 9.674553 -16.069533
H 13.926596 10.735132 -15.841760
H 15.509701 11.227180 -15.219652
C 20.814679 6.844381 -14.386926
O 19.772619 7.584586 -13.836044
H 21.658667 6.603046 -13.724946
H 20.448009 5.862046 -14.696403
H 21.315658 7.235422 -15.285064
H 20.077407 8.443797 -13.532274
C 17.210411 8.201103 -22.631940
O 16.788394 7.277823 -21.638466
H 16.555789 8.073784 -23.498037
H 17.206102 9.246821 -22.330662
H 18.243339 7.974998 -22.918039
H 17.020011 6.372395 -21.932329
C 22.036385 1.315139 -20.703333
O 22.405405 2.445606 -19.957354
H 22.886486 0.709207 -21.011804
H 21.324621 0.680638 -20.160481
H 21.473600 1.585474 -21.604280
H 21.631135 2.776303 -19.448784
C 13.210718 4.890215 -16.268417
O 13.131757 5.900772 -15.259458
H 12.555442 5.211692 -17.081902
H 14.222600 4.807835 -16.670157
H 12.775771 3.952364 -15.917358
H 13.298372 5.430374 -14.437425
C 17.363203 2.310266 -27.246522
O 18.706824 2.197652 -27.641238
H 16.688161 2.545097 -28.073588
H 16.980438 1.378986 -26.820402
H 17.194260 3.141053 -26.552945
H 19.173772 1.603577 -27.009858

Cartesian forces (eV/Å) of the 3 atoms listed first:
C -0.33 -0.64 0.84
O -0.25 0.02 0.00
C 0.43 0.33 -0.40

Calculated values
- E_LUMO (Ha) = 0.020
- energy above the lowest of the compared OMol25 structures with the same formula, charge and spin (kJ/mol) = 0.0
- orbital gap (hartree) = 0.3167
- SMILES = COCCNCCOC.COCCNCCOC.COCCNCCOC.COCCNCCOC.COCCNCCOC.COCCNCCOC.CO.CO.CO.CO.CO